A) 32
Properties=species:S:1:pos:R:3:nbo_charge:R:1 method="wB97M-V/def2-TZVPD" gap_ev=9.049 charge=0
C -1.429 3.822 0.477 -0.387
H -1.556 2.703 -1.912 0.214
H -2.745 0.262 0.673 0.217
C -1.222 2.539 0.207 -0.248
H 2.836 -1.826 -0.474 0.203
O 0.575 0.508 -0.875 -0.590
H 0.657 -2.212 -0.986 0.381
C -2.531 -2.534 1.020 -0.653
H -1.463 4.208 1.575 0.214
H -1.808 -2.264 -0.939 0.202
N -0.546 0.899 -1.596 -0.119
H 4.655 -1.122 0.884 0.217
H -1.644 -2.626 1.482 0.238
O -0.160 -0.128 1.475 -0.934
H -3.158 -2.161 1.731 0.214
H -0.888 1.852 1.082 0.251
S 0.546 -0.603 0.322 2.361
C -2.315 -0.297 -0.113 -0.315
N 0.216 -2.009 -0.093 -1.136
C -1.875 0.560 -1.192 -0.102
H 2.753 -0.278 -1.126 0.181
H 2.330 0.584 0.965 0.391
H -2.450 0.368 -2.167 0.216
C -2.256 -1.685 -0.141 -0.049
C 4.444 -0.405 0.151 -0.613
N 2.128 -0.335 0.739 -0.827
H 5.109 -0.555 -0.660 0.220
H -1.658 4.492 -0.372 0.191
C -1.383 1.974 -1.093 -0.120
H 4.536 0.612 0.575 0.210
H -2.775 -3.548 0.652 0.206
C 3.076 -0.795 -0.271 -0.232

B) 32
Properties=species:S:1:pos:R:3:nbo_charge:R:1 method="wB97M-V/def2-TZVPD" gap_ev=9.335 charge=0
H -1.110 -1.526 1.792 0.208
H -5.340 -1.042 2.048 0.208
H 0.724 -0.429 1.127 0.243
H -3.282 -2.280 2.661 0.198
H 0.023 1.324 -1.885 0.225
O 3.410 1.916 -1.940 -0.619
C -3.208 -1.393 2.160 -0.379
H -4.675 -1.955 0.793 0.211
C -1.967 -1.550 1.185 -0.407
H 1.838 1.444 -0.801 0.200
N 4.092 1.236 0.120 -0.468
H -1.946 0.512 0.987 0.198
H -2.107 -2.547 0.594 0.201
C -4.474 -1.100 1.360 -0.620
S 0.431 -1.809 -0.772 1.223
C 4.273 1.896 -1.108 0.758
C -0.642 -0.346 -0.644 -0.188
H 4.988 0.892 0.435 0.374
H -3.022 -0.671 3.001 0.193
H -0.456 -0.350 -2.617 0.262
N 5.489 2.476 -1.177 -0.839
O 1.033 -1.764 -2.105 -0.964
C -1.942 -0.403 0.251 -0.384
C -0.724 0.451 -1.919 -0.646
H -1.732 0.900 -2.177 0.220
H -2.685 -0.183 -0.413 0.217
H -4.431 -0.120 0.937 0.209
N 3.013 0.511 0.491 -0.238
C 1.923 0.573 -0.168 0.056
C 0.700 -0.210 0.031 -0.459
H 6.057 2.447 -0.316 0.391
H 5.748 3.101 -1.930 0.419

Top of the stability list: B), leading by 94.7 kcal/mol.

A) 18
Properties=species:S:1:pos:R:3:nbo_charge:R:1 method="wB97M-V/def2-TZVPD" gap_ev=7.917 charge=0
C 0.249 1.235 0.591 -0.619
C 0.503 -0.055 -1.582 -0.639
C 0.459 -0.184 -0.073 -0.303
N -2.546 -0.523 0.546 -1.152
H 0.292 1.196 1.735 0.220
P -1.019 -1.368 0.305 0.781
H -0.624 -1.181 1.750 -0.048
H 2.549 -0.175 0.309 0.227
P -3.029 0.939 0.164 0.790
H -4.399 0.654 0.284 -0.099
H 1.570 -1.440 1.316 0.225
H 0.907 1.977 0.161 0.212
H -0.383 0.486 -1.902 0.216
H -0.728 1.574 0.244 0.201
H 2.239 -1.578 -0.400 0.216
C 1.696 -0.870 0.368 -0.654
H 0.792 -1.092 -1.984 0.222
H 1.470 0.406 -1.832 0.205

B) 18
Properties=species:S:1:pos:R:3:nbo_charge:R:1 method="wB97M-V/def2-TZVPD" gap_ev="6.326 / 6.326" charge=0
H -2.327 0.286 -0.173 0.208
C -1.522 0.420 -0.875 -0.637
C 0.336 -1.314 -1.160 -0.648
H -0.258 -2.192 -0.800 0.213
H 1.407 -1.447 -1.171 0.220
H -0.024 2.718 2.375 -0.012
H -1.389 -1.393 1.141 0.209
H 0.158 -1.081 -2.246 0.217
H -0.787 0.233 1.855 0.227
H 0.474 -1.190 1.455 0.217
H -1.741 -0.120 -1.840 0.214
H -1.529 1.531 -1.019 0.216
C -0.197 -0.234 -0.275 -0.225
H 0.585 2.689 1.810 -0.008
C -0.495 -0.676 1.168 -0.639
N 2.409 0.517 -0.007 -1.196
P 1.087 1.318 -0.343 0.737
P 3.814 -0.065 0.103 0.684

Top of the stability list: A), leading by 21.4 kcal/mol.

A) 22
Properties=species:S:1:pos:R:3:nbo_charge:R:1 method="wB97M-V/def2-TZVPD" gap_ev=8.470 charge=0
C -1.624 -0.214 0.265 -0.609
H -0.003 -2.230 1.368 0.211
H -2.072 0.419 -0.509 0.210
C 0.641 0.336 -0.828 0.027
H -1.389 0.399 1.133 0.211
C 0.327 1.790 -0.448 -0.507
H -2.340 -0.999 0.569 0.221
H -1.011 -1.522 -2.186 0.207
C -0.294 -0.794 -0.254 -0.152
C 0.520 -1.404 0.890 -0.597
H 0.663 -0.634 1.661 0.201
C -0.417 -1.890 -1.330 -0.606
H 0.848 2.438 -1.159 0.229
H 1.881 1.951 1.069 0.218
H -0.953 -2.734 -0.928 0.206
H 0.546 -2.287 -1.682 0.235
H 1.520 -1.706 0.566 0.229
H 0.658 3.253 1.170 0.219
C 0.812 2.178 0.970 -0.595
H -0.711 2.034 -0.591 0.215
H 0.329 1.640 1.776 0.200
S 2.071 -0.022 -1.523 0.025

B) 22
Properties=species:S:1:pos:R:3:nbo_charge:R:1 method="wB97M-V/def2-TZVPD" gap_ev=9.530 charge=0
C -2.359 0.018 0.704 -0.517
H -1.202 0.692 2.394 0.209
H 1.367 0.480 2.163 0.199
H -2.262 1.585 -2.644 0.231
C -2.663 1.021 -1.805 -0.739
C 2.138 -0.402 0.411 -0.225
H -3.546 1.535 -1.425 0.212
H -2.931 0.018 -2.133 0.212
H -3.247 0.606 0.947 0.204
C 3.110 -1.558 -1.530 -0.372
H 1.199 -0.335 -0.134 0.210
H -0.670 -0.860 1.735 0.217
H -2.681 -0.918 0.246 0.205
C 2.225 0.066 1.651 -0.378
H -2.148 -0.760 2.705 0.216
H 3.938 -2.057 -2.015 0.198
C 3.228 -1.059 -0.305 -0.218
H 2.168 -1.524 -2.066 0.192
H 4.192 -1.091 0.195 0.198
C -1.543 -0.248 1.957 -0.619
H 3.164 0.047 2.193 0.190
S -1.397 0.954 -0.517 0.177

Top of the stability list: A), leading by 20.5 kcal/mol.

A) 17
Properties=species:S:1:pos:R:3:nbo_charge:R:1 method="wB97M-V/def2-TZVPD" gap_ev=10.222 charge=0
H 1.438 -0.057 1.433 0.489
H -0.481 -0.106 -1.238 0.143
O -0.495 -3.315 -0.363 -0.950
H 1.189 0.308 -1.422 0.161
H 2.753 -0.716 1.172 0.459
O -1.729 0.723 2.013 -0.960
H 0.633 2.410 -2.209 0.372
O 0.326 1.179 0.159 -0.770
O 2.026 -0.734 1.805 -0.956
C 0.218 0.735 -1.183 0.079
H -0.206 -2.412 -0.232 0.475
H -1.881 -0.201 1.796 0.482
H -0.550 1.307 0.549 0.497
H 0.162 -3.825 -0.835 0.476
H -1.053 2.060 -2.090 0.368
H -2.247 0.915 2.799 0.487
N -0.105 1.729 -2.154 -0.852

B) 17
Properties=species:S:1:pos:R:3:nbo_charge:R:1 method="wB97M-V/def2-TZVPD" gap_ev=10.435 charge=0
O 0.942 0.649 -1.519 -0.733
C 0.585 0.500 -2.896 0.083
H 0.162 1.078 -1.136 0.468
N 1.372 -0.670 -3.347 -0.851
H 0.753 -1.175 -3.963 0.365
H -0.833 -0.221 1.233 0.477
H 2.307 -0.513 -3.685 0.372
H 1.888 -1.567 0.885 0.482
H -1.831 1.052 3.735 0.472
H -2.111 -0.793 0.697 0.464
H 0.691 1.361 -3.556 0.155
O -2.235 0.825 4.575 -0.936
H 1.248 -0.275 0.191 0.494
H -1.619 0.176 4.921 0.464
O -1.731 -0.439 1.520 -0.943
H -0.420 0.121 -3.005 0.151
O 1.398 -0.766 1.013 -0.983

Top of the stability list: A), leading by 12.6 kcal/mol.

A) 72
Properties=species:S:1:pos:R:3:mulliken_charge:R:1 method="wB97M-V/def2-TZVPD" gap_ev="5.821 / 5.821" charge=+1
H -1.995 3.615 2.134 0.528
H -4.787 2.121 -0.883 0.514
S -1.928 3.552 -1.225 -0.240
N 1.524 -0.866 -1.216 -0.020
C 1.312 -6.369 0.733 -0.886
H 3.353 1.073 -0.577 0.414
N -0.879 1.706 0.406 0.413
C 1.704 -5.116 1.120 -0.138
C 1.200 4.628 2.637 -0.887
C 2.081 -2.106 -2.992 -1.593
N 1.155 -2.173 -0.970 1.272
N -0.641 -2.309 1.019 1.214
V 0.227 0.343 -0.183 -1.128
H -0.381 -6.863 -0.655 0.470
C 0.226 -6.142 -0.130 -0.340
C 2.925 -1.069 3.103 -1.588
C -2.947 0.998 -0.890 1.288
H -2.491 -0.081 2.324 0.511
C 0.384 3.510 -4.480 -0.098
C 1.117 2.751 1.124 0.180
C -3.078 -1.201 -1.916 -0.857
C -2.660 -2.282 1.920 -1.335
C -0.158 4.562 2.754 -1.033
C -2.087 -1.007 1.942 -0.231
H 3.562 -0.975 3.964 0.459
S 0.335 1.636 -2.290 -0.206
N 1.224 3.306 -5.239 -0.470
H 2.412 0.087 -2.871 0.541
C -1.707 -3.077 1.322 -0.082
N -0.871 -1.030 1.415 -0.658
H -3.620 -2.586 2.298 0.473
O -1.068 -0.379 -0.945 0.846
C 1.877 3.712 1.793 0.725
C 3.797 2.794 0.671 -1.026
C -2.379 -0.193 -1.285 -0.524
C 2.072 -0.841 -2.441 -0.250
H -5.003 -1.752 -2.681 0.486
C -0.639 3.775 -3.508 0.889
C -1.514 4.893 -3.719 -0.436
N -2.208 5.796 -3.880 -0.450
C 2.315 -0.053 2.373 -0.240
H 1.284 -3.967 -2.041 0.583
C -0.918 3.610 2.030 -0.350
B 0.785 -2.703 0.505 0.444
N -0.023 -4.852 -0.270 -1.038
C -0.745 2.994 -2.394 0.896
N 1.662 1.815 0.306 1.077
H 2.506 -4.836 1.775 0.455
C -4.295 1.197 -1.161 -1.112
H -0.678 5.261 3.394 0.442
H 2.462 -2.403 -3.953 0.465
N 1.602 -0.559 1.373 0.764
C -4.416 -0.991 -2.186 -0.734
H -1.709 -4.130 1.100 0.579
H 2.763 -3.243 2.718 0.311
H 1.743 -7.308 1.033 0.454
H 1.767 5.379 3.172 0.467
N 1.741 -1.908 1.430 -0.077
C -5.013 0.208 -1.807 -0.083
C -0.284 2.709 1.224 -0.307
C 1.487 -2.911 -2.034 -0.325
H 3.900 4.445 2.021 0.504
Cl -6.688 0.465 -2.146 -0.190
H -2.803 2.484 0.608 0.658
C -2.167 2.080 -0.182 -0.507
C 2.529 -2.225 2.473 0.151
H -2.579 -2.124 -2.178 0.601
C 2.958 1.840 0.077 0.001
H 4.853 2.777 0.444 0.489
C 3.267 3.711 1.538 -0.818
N 0.903 -4.211 0.500 0.189
H 2.348 1.008 2.553 0.505

B) 72
Properties=species:S:1:pos:R:3:mulliken_charge:R:1 method="wB97M-V/def2-TZVPD" gap_ev="5.607 / 5.615" charge=+1
N 1.330 -1.032 1.464 0.693
H 0.914 -4.359 -2.031 0.659
H -1.020 4.729 3.386 0.447
H 2.193 -0.324 -2.678 0.558
N 0.524 -4.630 0.480 0.521
Cl -6.795 -0.191 -2.292 -0.185
N 0.859 -2.591 -0.880 0.743
V -0.027 -0.152 -0.116 -1.481
N 0.641 2.690 -5.509 -0.479
H -2.005 -4.509 1.114 0.578
C 2.306 -2.726 2.445 0.147
C 2.964 3.184 1.612 -0.854
N -0.361 -5.156 -0.398 -1.072
H 3.592 3.907 2.112 0.517
C -2.410 1.477 -0.100 -0.561
C 1.204 -5.630 1.090 -0.159
H -3.863 -2.981 2.380 0.494
N 1.366 1.272 0.341 1.164
C -2.318 -1.421 2.073 -0.229
C -2.501 -0.810 -1.165 -0.212
H 2.085 0.495 2.713 0.545
C -4.479 0.573 -1.174 -0.970
H 3.086 0.572 -0.536 0.404
C -0.230 -6.463 -0.344 -0.427
C -4.554 -1.669 -2.083 -0.881
C -1.038 2.444 -2.462 0.862
H 1.953 -5.446 1.829 0.354
N -0.899 -2.707 1.085 1.183
N 1.469 -2.364 1.464 -0.215
S -2.204 2.975 -1.254 -0.256
H -3.089 1.928 0.641 0.645
H -5.124 -2.462 -2.539 0.496
C -1.240 3.092 2.040 -0.431
C -0.067 2.927 -4.639 -0.082
H -2.698 -0.511 2.502 0.522
C 1.571 3.192 1.831 0.518
H 1.434 4.847 3.204 0.472
H 2.146 -2.760 -3.862 0.479
N 1.256 -1.324 -1.079 -0.006
C 0.877 4.103 2.657 -0.869
H -4.973 1.505 -0.941 0.512
H -0.834 -7.092 -0.967 0.489
H 1.077 -7.809 0.852 0.468
C 2.711 -1.590 3.114 -1.500
H -2.733 -2.794 -1.945 0.620
C 2.668 1.314 0.134 0.055
C 1.778 -2.498 -2.892 -1.634
C -1.966 -3.472 1.375 -0.104
C -3.232 -1.855 -1.755 -1.002
C -0.596 2.162 1.239 -0.182
H 4.560 2.240 0.554 0.487
C -1.811 4.330 -3.762 -0.372
C -5.171 -0.444 -1.823 -0.101
C 2.056 -0.549 2.464 -0.332
H -2.314 3.084 2.155 0.532
H 3.377 -1.524 3.948 0.479
C 3.500 2.256 0.753 -1.031
N -1.113 -1.463 1.529 -0.710
N -2.451 5.276 -3.859 -0.456
N -1.143 1.183 0.449 0.483
B 0.495 -3.130 0.543 0.829
C -0.980 3.204 -3.602 0.858
C -0.490 4.035 2.754 -1.062
H 2.581 -3.744 2.621 0.353
O -1.266 -0.889 -0.822 1.111
C -2.904 -2.685 2.010 -1.342
C 0.752 -6.825 0.589 -0.851
C 1.811 -1.252 -2.285 -0.153
C 0.821 2.202 1.150 0.325
S 0.072 1.142 -2.265 -0.181
C 1.164 -3.320 -1.964 -0.194
C -3.149 0.403 -0.829 0.968

Top of the stability list: A), leading by 19.6 kcal/mol.

A) 16
Properties=species:S:1:pos:R:3:nbo_charge:R:1 method="wB97M-V/def2-TZVPD" gap_ev=8.088 charge=0
H 1.798 0.156 -1.887 0.410
N 0.968 0.755 2.297 -0.802
C -2.650 -0.283 -0.667 -0.229
H -2.915 0.726 -0.337 0.144
H -3.305 -0.536 -1.505 0.159
C 0.785 0.367 -0.064 -0.292
N 1.255 -0.418 -1.258 -0.707
O -1.325 -0.311 -1.135 -0.924
H -2.780 -1.020 0.129 0.141
H -0.022 0.937 2.310 0.378
H 1.223 0.154 3.073 0.364
H -0.474 0.184 -0.330 0.369
H 2.396 -0.282 1.236 0.161
C 1.419 0.189 1.094 -0.051
H 0.374 -0.753 -1.677 0.482
H 1.841 -1.192 -0.977 0.396

B) 16
Properties=species:S:1:pos:R:3:nbo_charge:R:1 method="wB97M-V/def2-TZVPD" gap_ev=9.910 charge=0
C 1.261 -1.168 0.008 -0.056
H -0.718 -1.637 0.051 0.349
H 1.769 -0.206 -0.055 0.165
H -0.995 2.827 -1.097 0.214
O -1.750 0.915 1.519 -0.717
C -1.567 2.587 -0.216 -0.522
H 1.867 -3.005 -0.733 0.352
H -0.005 1.430 0.538 0.163
N -0.126 -0.949 -0.408 -0.830
N 1.978 -2.024 -0.961 -0.856
H -2.628 2.796 -0.117 0.194
C -1.062 1.655 0.588 0.179
H -2.115 1.506 2.185 0.481
H 1.278 -1.636 0.996 0.163
H 2.963 -1.793 -0.932 0.358
H -0.151 -1.298 -1.367 0.362

C) 16
Properties=species:S:1:pos:R:3:nbo_charge:R:1 method="wB97M-V/def2-TZVPD" gap_ev=10.823 charge=0
H 2.018 1.696 0.487 0.196
N -2.160 0.455 0.509 -1.085
H -0.697 -2.645 -1.921 0.480
O -0.276 -2.146 -1.203 -0.589
H -2.184 1.087 -0.282 0.360
C 1.076 -0.248 0.353 -0.484
H 0.979 0.805 -1.597 0.191
H 0.294 -0.814 0.862 0.237
N 0.105 -0.942 -1.816 -0.147
H -2.074 -0.492 0.139 0.367
H 1.992 -0.846 0.402 0.222
C 1.284 1.096 1.035 -0.602
H -3.052 0.517 0.981 0.359
C 0.707 -0.112 -1.084 0.059
H 1.650 0.952 2.053 0.212
H 0.338 1.637 1.082 0.224

Top of the stability list: C), leading by 1.7 kcal/mol.